# 1
C47H58IIrN4O4Se | ωB97M-V with the def2-TZVPD basis set

The geometry in XYZ format:
```
116
C47H58IIrN4O4Se (ωB97M-V with the def2-TZVPD basis set)
Ir -0.44800 -0.43703 1.40907
C -5.04332 -0.16987 0.76192
C -4.48903 0.79111 1.76625
N -5.26509 1.69889 2.29282
C -4.74836 2.58647 3.17414
C -3.44441 2.58587 3.57758
C -2.95555 3.65226 4.52149
O -1.91282 4.44607 3.95383
C -2.56752 1.59891 3.03761
C -1.18949 1.60707 3.46189
N -0.20996 0.89559 3.00728
C 1.10870 1.32044 3.38877
C 1.46453 2.62834 3.05468
C 2.74746 3.10122 3.27516
C 3.70031 2.26632 3.83438
C 3.35288 0.97463 4.19904
C 2.06663 0.49618 3.98510
I 1.61255 -1.37786 4.77106
C -3.09381 0.69483 2.10066
O -2.43389 -0.24846 1.49532
H -6.11570 -0.01812 0.67256
H -4.83327 -1.20058 1.05308
H -4.56674 -0.02179 -0.21121
H -5.43940 3.33036 3.55351
H -2.53949 3.22260 5.43434
H -3.79980 4.27726 4.81963
H -2.29932 4.99527 3.26372
H -0.93453 2.33262 4.22733
H 0.72363 3.26897 2.59068
H 2.99860 4.11782 3.00314
H 4.70744 2.61999 4.00988
H 4.07985 0.33382 4.67934
C 5.99663 2.70928 -2.00540
C 4.51561 3.06226 -1.86644
C 3.94195 3.33209 -3.26750
C 4.38894 4.33077 -1.00466
C 3.71371 1.96168 -1.19933
C 2.31504 2.13292 -1.04020
C 1.58053 1.19861 -0.38631
Se -0.30821 1.43090 -0.11092
C -1.14217 0.39819 -1.49225
C -1.70601 1.08566 -2.55176
C -2.44868 0.39651 -3.49872
C -2.57333 -0.97526 -3.30210
C -2.03542 -1.69603 -2.23388
C -1.29131 -0.98534 -1.27350
O -0.72833 -1.58062 -0.22553
C -2.31696 -3.20916 -2.21020
C -1.69563 -3.84276 -3.46459
C -1.76665 -3.96128 -0.99381
C -3.83697 -3.43575 -2.22030
C -3.10777 1.14830 -4.65472
C -3.87784 0.21044 -5.58393
C -4.09176 2.18147 -4.08796
C -2.03229 1.86922 -5.47807
C 2.20000 0.03931 0.21253
O 1.55275 -0.72751 0.98556
C 3.59683 -0.22164 -0.08097
C 4.29217 0.77358 -0.73736
C 4.26563 -1.51950 0.34547
C 5.65669 -1.67076 -0.27988
C 4.41769 -1.52134 1.87428
C 3.42795 -2.72813 -0.10901
H 6.51628 3.53563 -2.49018
H 6.14698 1.82013 -2.62039
H 6.46923 2.54703 -1.03490
H 4.52879 4.11156 -3.75429
H 2.90673 3.67271 -3.23191
H 3.98361 2.43536 -3.88773
H 4.93950 5.14668 -1.47441
H 4.80158 4.16751 -0.00724
H 3.35033 4.64668 -0.89541
H 1.82619 3.00997 -1.44443
H -1.56782 2.15840 -2.62563
H -3.14587 -1.53505 -4.02801
H -0.61533 -3.68529 -3.47975
H -2.10965 -3.42656 -4.38356
H -1.88405 -4.91841 -3.47067
H -0.68288 -3.88614 -0.92333
H -2.03405 -5.01600 -1.09893
H -2.19598 -3.58994 -0.06392
H -4.32371 -2.98252 -3.08365
H -4.29120 -3.01817 -1.31906
H -4.05031 -4.50655 -2.24502
H -4.68434 -0.30572 -5.05944
H -3.22375 -0.53676 -6.03776
H -4.32767 0.78993 -6.39138
H -4.86845 1.69303 -3.49637
H -4.57391 2.72943 -4.90004
H -3.58836 2.90863 -3.44848
H -1.32867 1.15378 -5.90761
H -1.46602 2.57650 -4.86950
H -2.49328 2.42865 -6.29454
H 5.34367 0.62198 -0.91862
H 6.37070 -0.94573 0.11509
H 5.62842 -1.58053 -1.36732
H 6.03876 -2.66274 -0.03928
H 5.04147 -0.68689 2.20163
H 4.89657 -2.44982 2.19034
H 3.45096 -1.45062 2.37002
H 3.35371 -2.75914 -1.19808
H 2.42268 -2.71317 0.30188
H 3.92328 -3.64298 0.21903
N -1.62315 -5.83303 4.28062
C -1.34399 -4.65153 3.68784
C -0.39728 -4.55451 2.65602
C -0.15605 -3.33581 2.07695
N -0.77975 -2.21052 2.45456
C -1.67972 -2.29003 3.44274
C -1.98867 -3.46649 4.07549
H -1.15411 -6.67489 4.00226
H -2.29928 -5.89471 5.01908
H 0.13177 -5.42919 2.30271
H 0.55292 -3.23438 1.26677
H -2.15804 -1.36659 3.73729
H -2.72466 -3.46848 4.86796
```

Net charge: +1
ΔE to the lowest compared entry with this formula, charge and spin (eV): 0.000
E_HOMO (alpha / beta) (eV): -9.7 / -9.3
2S+1: 2

Here are the Mulliken charges for atoms 1 to 2, given in e: atom 1 (Ir): 1.559, atom 2 (C): -0.826

=====

# 2
C47H58NO4SSc | ωB97M-V with the def2-TZVPD basis set

The geometry in XYZ format:
```
112
C47H58NO4SSc (ωB97M-V with the def2-TZVPD basis set)
Sc -16.58172 -14.92733 11.20188
C -17.41122 -11.47404 11.22633
O -16.49658 -12.54734 10.89149
C -15.41715 -12.28511 10.07225
C -14.21274 -11.98597 10.74911
C -13.99293 -12.02471 12.21314
C -13.09311 -13.14755 12.65431
C -11.76017 -13.11556 12.95710
C -11.05246 -14.26138 13.32501
C -11.67553 -15.49280 13.32520
C -13.05389 -15.58320 12.98239
C -13.73402 -16.93769 12.82846
C -13.81269 -17.32147 11.37847
C -12.60935 -17.50371 10.70351
C -12.48289 -17.75435 9.32908
C -13.69286 -17.92240 8.62915
C -14.92207 -17.68377 9.24249
C -16.17024 -17.74201 8.39809
C -16.17320 -16.51888 7.47689
C -15.80751 -16.57333 6.12560
C -15.81283 -15.48086 5.28099
C -16.18553 -14.27500 5.83448
C -16.49052 -14.17815 7.19945
C -16.70269 -12.84055 7.87812
C -15.48636 -12.47687 8.72031
C -14.28743 -12.32592 8.06622
C -13.07880 -12.11895 8.66064
C -13.07521 -11.83436 10.00943
C -11.74146 -12.16991 7.88255
C -11.93912 -12.77203 6.53917
C -10.79627 -13.04479 8.72492
C -11.08554 -10.76150 7.64612
C -16.45659 -15.28811 8.02498
O -16.79314 -15.13833 9.30471
C -15.30059 -15.48983 3.80263
C -15.15010 -16.88226 3.21068
C -16.08504 -14.69133 2.79489
C -13.90096 -14.79690 3.81597
C -14.95231 -17.46140 10.65354
O -16.20299 -17.17392 11.24814
C -16.99115 -18.23719 11.80749
C -11.15212 -17.88967 8.65196
C -10.51963 -19.31289 8.90738
C -11.35100 -17.74117 7.10809
C -10.16099 -16.82473 9.19726
C -13.69429 -14.42161 12.58910
O -14.93317 -14.58283 12.01442
C -9.49105 -14.16681 13.44248
C -8.98988 -13.10820 14.42028
C -8.93601 -13.97984 12.04167
C -8.89218 -15.46945 13.95836
H -16.82231 -10.72809 11.79675
H -18.23147 -11.97893 11.78358
H -17.79746 -10.99210 10.32175
H -14.96597 -12.17704 12.73647
H -13.55183 -11.07230 12.56283
H -11.24846 -12.14861 12.88220
H -11.14004 -16.38788 13.47837
H -14.67946 -16.98723 13.33426
H -13.14000 -17.68738 13.35887
H -11.78988 -17.25778 11.24862
H -13.71257 -18.12872 7.59165
H -17.04872 -17.70237 8.99795
H -16.14957 -18.67970 7.85653
H -15.53322 -17.51452 5.65826
H -16.28927 -13.38752 5.20350
H -17.64334 -12.93571 8.40804
H -16.75956 -12.08228 7.12519
H -14.34344 -12.57009 7.03717
H -12.13724 -11.50585 10.48341
H -12.22018 -13.83422 6.68073
H -10.98302 -12.84475 5.90867
H -12.72788 -12.37050 5.91694
H -11.17881 -13.98613 9.12687
H -10.55978 -12.41423 9.63898
H -9.83345 -13.12631 8.15252
H -11.72530 -10.17206 7.08564
H -10.14924 -10.93305 6.99821
H -10.86586 -10.31249 8.57840
H -16.13671 -17.36537 3.13418
H -14.56468 -17.49057 3.89435
H -14.59637 -16.82751 2.26884
H -17.15164 -14.96832 2.65441
H -15.59683 -14.83366 1.81923
H -16.13692 -13.58475 2.96987
H -13.25480 -15.37622 4.43569
H -13.95410 -13.77393 4.20004
H -13.54922 -14.74538 2.78848
H -17.30851 -18.85081 10.92122
H -17.82124 -17.81385 12.31181
H -16.38338 -18.84428 12.50315
H -11.21681 -19.96587 8.42818
H -10.29859 -19.52562 9.94970
H -9.59125 -19.33981 8.31146
H -11.92490 -18.54326 6.66578
H -10.39894 -17.56340 6.65959
H -11.93162 -16.80552 6.84383
H -9.88165 -17.26142 10.17694
H -10.46499 -15.77867 9.24591
H -9.23336 -16.92295 8.55277
H -9.10875 -12.09216 14.12296
H -7.93565 -13.32646 14.71138
H -9.47873 -13.18256 15.32350
H -9.35187 -13.12636 11.60417
H -9.20884 -14.85500 11.46923
H -7.84432 -13.79338 12.07814
H -9.36201 -15.69310 14.86767
H -7.77570 -15.35424 13.98524
H -9.10351 -16.31409 13.21908
S -19.49920 -14.67042 15.01831
C -18.74690 -14.80918 13.61256
N -18.23408 -14.94722 12.57774
```

Net charge: 0
E_HOMO (eV): -8.0

Here are the Mulliken charges for atoms 1 to 2, given in e: atom 1 (Sc): 0.987, atom 2 (C): -1.064

=====

Record-wise max |F| values, in hartree/bohr: 0.0657 0.0648